(1)
{"formula": "C43H54ClFNO13PS3", "method": "ωB97M-V/def2-TZVPD", "species": ["O", "C", "F", "C", "C", "C", "C", "C", "S", "C", "P", "O", "O", "O", "C", "Cl", "C", "S", "C", "C", "C", "C", "C", "C", "C", "C", "C", "C", "C", "C", "N", "C", "C", "C", "C", "O", "S", "O", "O", "H", "H", "H", "H", "H", "H", "H", "H", "H", "H", "H", "H", "H", "H", "H", "H", "H", "H", "H", "H", "H", "H", "H", "H", "H", "H", "H", "H", "H", "H", "H", "H", "H", "H", "H", "H", "H", "H", "H", "H", "H", "H", "C", "C", "C", "O", "C", "C", "C", "O", "H", "H", "H", "H", "C", "C", "C", "O", "C", "C", "C", "O", "H", "H", "H", "H", "C", "C", "C", "O", "C", "C", "C", "O", "H", "H", "H", "H"], "positions_angstrom": [[1.7148, 6.1156, -1.7902], [0.7202, 6.7340, -1.5753], [0.7756, 8.0693, -1.2604], [-0.7103, 6.2631, -1.7136], [-1.3020, 5.2511, -0.6971], [-2.0049, 5.8782, 0.5292], [-1.5446, 7.2732, 0.9751], [-2.3836, 8.4536, 0.4894], [-4.0717, 8.3408, 1.1585], [-2.2820, 4.3023, -1.4681], [-3.5187, 5.2727, -2.4434], [-3.0524, 5.5324, -3.8063], [-4.8948, 4.4614, -2.4066], [-3.8245, 6.6353, -1.6743], [-1.6091, 3.3494, -2.4711], [-2.8270, 2.1691, -3.0261], [-0.3098, 2.5964, -2.0031], [-0.6576, 1.0726, -1.0375], [0.4819, 2.3075, -3.2934], [1.6203, 1.2986, -3.2545], [2.7921, 1.6763, -2.3280], [2.9055, 0.8700, -1.0379], [3.1027, -0.6294, -1.2178], [3.3216, -1.3151, 0.1482], [2.2202, -2.3139, 0.4926], [0.8267, -1.6736, 0.5024], [-0.1493, -2.3332, 1.4782], [-0.1746, -1.6587, 2.8510], [-0.6680, -0.1986, 2.8008], [0.3951, 0.8847, 2.8777], [0.9784, 1.0463, 4.2032], [1.6399, 2.1779, 4.5704], [2.0588, 2.0428, 5.8536], [1.6328, 0.7740, 6.2956], [0.9740, 0.1881, 5.2601], [0.5345, 3.4420, -1.2100], [-0.0948, 4.1540, 0.0437], [-0.8115, 3.1838, 0.8174], [0.9199, 4.9314, 0.6710], [-0.7813, 5.8864, -2.7320], [-1.3481, 7.1418, -1.6864], [-1.8676, 5.2117, 1.3767], [-3.0773, 5.9068, 0.3688], [-1.6073, 7.2833, 2.0648], [-0.4996, 7.4618, 0.7440], [-1.9297, 9.3670, 0.8658], [-2.4305, 8.5323, -0.5921], [-4.6739, 9.1110, 0.2497], [-2.8310, 3.7423, -0.7074], [-5.0269, 3.9604, -1.5918], [-4.6215, 6.6168, -1.1301], [-1.3585, 3.8807, -3.3840], [-0.6439, 0.2310, -2.0731], [-0.2342, 2.0779, -4.0805], [0.9361, 3.2681, -3.5575], [2.0145, 1.2558, -4.2712], [1.2680, 0.2875, -3.0563], [3.7183, 1.5030, -2.8811], [2.7756, 2.7401, -2.0983], [3.7987, 1.2351, -0.5230], [2.0514, 1.0635, -0.3906], [3.9285, -0.8203, -1.9043], [2.2205, -1.0816, -1.6763], [3.3407, -0.5390, 0.9168], [4.2856, -1.8163, 0.1601], [2.4370, -2.7343, 1.4788], [2.2384, -3.1288, -0.2318], [0.8986, -0.6060, 0.6924], [0.4109, -1.7600, -0.5044], [0.1380, -3.3793, 1.6057], [-1.1604, -2.3346, 1.0676], [-0.8348, -2.2379, 3.4984], [0.8178, -1.7189, 3.3002], [-1.3723, -0.0117, 3.6126], [-1.2330, -0.0623, 1.8775], [1.1786, 0.7365, 2.1359], [-0.0778, 1.8392, 2.6449], [1.7871, 3.0124, 3.9080], [2.6019, 2.7741, 6.4248], [1.7835, 0.3508, 7.2723], [0.5168, -0.7820, 5.2375], [4.8097, -6.3920, -0.0371], [5.1546, -7.3708, 0.7967], [5.9665, -7.0880, 2.0095], [6.2798, -7.9708, 2.7777], [6.3770, -5.6800, 2.2524], [6.0315, -4.7068, 1.4147], [5.2196, -4.9870, 0.2035], [4.9006, -4.0962, -0.5550], [4.2196, -6.5683, -0.9280], [4.8667, -8.4059, 0.6382], [6.9657, -5.5011, 3.1432], [6.3168, -3.6739, 1.5703], [-6.8006, 1.8782, -3.5152], [-7.9365, 2.5656, -3.4451], [-9.2394, 1.9347, -3.7783], [-10.2751, 2.5590, -3.7147], [-9.2226, 0.5077, -4.1926], [-8.0855, -0.1787, -4.2635], [-6.7836, 0.4527, -3.9290], [-5.7460, -0.1702, -3.9878], [-5.8389, 2.3185, -3.2843], [-7.9702, 3.6068, -3.1498], [-10.1838, 0.0700, -4.4301], [-8.0491, -1.2183, -4.5631], [1.2685, -11.0611, 1.8858], [2.3334, -10.4186, 1.4157], [3.5537, -11.1544, 0.9998], [4.5275, -10.5704, 0.5724], [3.5432, -12.6322, 1.1281], [2.4785, -13.2756, 1.5980], [1.2555, -12.5417, 2.0135], [0.2849, -13.1262, 2.4393], [0.3674, -10.5480, 2.1963], [2.3644, -9.3408, 1.3152], [4.4456, -13.1438, 0.8193], [2.4464, -14.3526, 1.7014]], "forces_ev_per_angstrom": [[-1.08, 0.94, 0.17], [1.01, -0.43, -0.16], [0.05, -0.64, -0.08], [0.14, 0.43, 0.23], [-0.21, -0.30, -0.57], [0.12, 0.32, 0.24], [-0.30, -0.03, 0.22], [0.23, 0.14, -0.04], [-0.12, -0.18, 0.06], [-0.28, 0.45, 0.25], [0.16, 0.13, -0.96], [0.06, -0.06, 0.22], [-0.09, 0.08, 0.44], [-0.09, -0.23, -0.03], [0.23, -0.11, 0.44], [0.02, -0.08, -0.11], [-0.58, -0.97, -0.77], [-0.13, 0.14, 0.32], [0.30, 0.27, 0.30], [0.24, 0.11, -0.12], [0.10, -0.44, -0.15], [0.37, 0.25, -0.15], [-0.33, -0.08, 0.25], [-0.06, 0.00, -0.32], [0.13, 0.38, 0.23], [-0.14, -0.43, -0.37], [0.16, 0.10, 0.17], [-0.06, -0.06, -0.12], [0.08, -0.23, 0.17], [-0.36, 0.24, 0.01], [-0.09, 0.02, -0.45], [0.15, 0.40, -0.28], [0.29, 0.16, 0.61], [0.21, 0.05, 0.56], [-0.20, -0.50, 0.02], [0.08, 0.38, -0.06], [0.14, 0.25, 0.52], [-0.07, 0.01, -0.13], [0.05, -0.13, -0.15], [0.05, -0.21, -0.01], [-0.04, 0.02, -0.03], [-0.02, -0.16, -0.01], [-0.04, -0.03, -0.06], [0.12, 0.02, 0.06], [0.10, -0.06, -0.06], [0.01, 0.07, -0.01], [-0.07, -0.10, -0.08], [-0.01, 0.13, -0.06], [0.13, -0.25, 0.01], [-0.08, -0.11, -0.04], [0.00, 0.20, 0.17], [0.09, 0.30, 0.07], [0.02, 0.04, -0.19], [-0.07, -0.23, 0.00], [-0.16, 0.13, -0.05], [-0.12, 0.02, -0.11], [-0.06, -0.02, 0.12], [0.05, 0.04, -0.05], [-0.07, 0.09, 0.00], [-0.07, 0.11, 0.18], [-0.04, -0.03, 0.10], [0.12, 0.01, 0.03], [-0.03, 0.05, -0.16], [0.05, 0.00, 0.14], [0.08, -0.04, 0.06], [-0.02, -0.11, 0.03], [0.02, -0.18, 0.06], [0.02, 0.04, 0.06], [-0.01, 0.09, -0.06], [-0.07, -0.10, -0.04], [-0.09, 0.05, -0.01], [-0.01, -0.02, 0.09], [0.10, 0.04, -0.02], [-0.06, -0.02, 0.05], [0.01, 0.13, -0.08], [0.17, -0.11, 0.03], [0.04, -0.05, -0.10], [-0.15, -0.05, -0.25], [0.05, 0.08, 0.01], [0.00, -0.09, 0.06], [-0.14, -0.03, -0.18], [0.00, -0.03, 0.01], [-0.04, -0.01, -0.02], [-0.02, 0.02, -0.02], [0.00, -0.02, 0.03], [0.00, 0.01, -0.02], [0.01, -0.01, 0.02], [-0.01, 0.01, 0.03], [0.03, -0.04, -0.07], [0.00, 0.02, -0.01], [0.09, 0.09, 0.04], [0.00, -0.03, 0.01], [-0.01, 0.01, -0.02], [0.03, 0.02, 0.01], [0.01, -0.01, 0.01], [0.02, -0.01, 0.00], [-0.03, 0.01, 0.01], [0.02, -0.01, 0.00], [-0.02, 0.01, 0.00], [-0.03, 0.00, 0.01], [0.04, -0.01, 0.00], [0.02, -0.01, -0.07], [-0.02, 0.01, -0.02], [-0.01, 0.02, 0.00], [0.02, 0.00, 0.00], [0.01, 0.01, -0.01], [-0.01, -0.01, 0.00], [0.01, -0.01, 0.04], [-0.05, -0.04, -0.06], [-0.01, -0.02, 0.01], [0.02, 0.01, -0.01], [0.03, 0.02, -0.01], [-0.03, -0.02, 0.01], [-0.01, -0.02, 0.01], [0.02, 0.00, 0.00], [0.01, 0.02, 0.00], [-0.02, 0.00, 0.01]], "lowdin_charge": [0.17, -0.41, 0.08, -0.03, -0.40, -0.17, -0.24, -0.54, 0.74, -0.30, 0.45, -0.23, -0.13, -0.13, -0.63, 0.73, -0.72, 0.88, -0.17, -0.19, -0.18, -0.22, -0.19, -0.20, -0.20, -0.23, -0.20, -0.21, -0.17, -0.14, -0.10, -0.11, -0.11, -0.11, -0.11, -0.21, 0.64, -0.29, -0.20, 0.13, 0.11, 0.11, 0.08, 0.12, 0.11, 0.07, 0.06, -0.14, 0.13, 0.09, 0.07, 0.09, -0.09, 0.11, 0.14, 0.12, 0.08, 0.11, 0.11, 0.12, 0.07, 0.12, 0.09, 0.11, 0.08, 0.11, 0.11, 0.05, 0.10, 0.11, 0.11, 0.11, 0.10, 0.12, 0.10, 0.11, 0.10, 0.12, 0.09, 0.09, 0.10, 0.02, 0.03, -0.38, 0.11, 0.02, 0.02, -0.38, 0.09, 0.12, 0.09, 0.12, 0.12, 0.02, 0.03, -0.39, 0.11, 0.02, 0.02, -0.38, 0.10, 0.08, 0.12, 0.12, 0.12, 0.02, 0.02, -0.37, 0.09, 0.02, 0.02, -0.39, 0.11, 0.12, 0.12, 0.12, 0.12], "smiles": "O=C(F)C[C@@]1(CCCS)[C@@H](P(=O)(O)O)[C@H](Cl)[C@@](S)(CCCCCCCCCCCCn2cccc2)OS1(=O)=O.O=C1C=CC(=O)C=C1.O=C1C=CC(=O)C=C1.O=C1C=CC(=O)C=C1", "orbital_gap_ev": 6.236, "total_charge": 0}

=====

(2)
{"formula": "C43H54N2OReS3Sb2", "method": "ωB97M-V/def2-TZVPD", "species": ["Re", "C", "C", "C", "C", "C", "C", "C", "C", "C", "S", "C", "N", "H", "H", "H", "H", "H", "H", "H", "H", "C", "Sb", "C", "C", "C", "C", "C", "C", "C", "C", "C", "Sb", "C", "C", "H", "H", "H", "H", "H", "H", "H", "H", "H", "H", "H", "H", "H", "H", "H", "H", "H", "H", "H", "H", "C", "C", "C", "C", "C", "C", "C", "C", "S", "C", "N", "C", "C", "C", "C", "C", "C", "C", "C", "H", "H", "H", "H", "H", "H", "H", "H", "H", "H", "H", "H", "H", "H", "H", "H", "C", "C", "S", "O", "C", "C", "H", "H", "H", "H", "H", "H", "H", "H", "H", "H"], "positions_angstrom": [[-0.2764, -0.2784, 0.0218], [0.4790, -1.8369, -2.9713], [-0.8600, -2.1922, -2.3998], [-1.6849, -3.0038, -3.2017], [-2.8514, -3.5056, -2.7213], [-3.2311, -3.2231, -1.3938], [-4.3881, -3.8009, -0.8263], [-4.7326, -3.5248, 0.4645], [-3.9324, -2.6494, 1.2170], [-2.8088, -2.0603, 0.6817], [-1.8580, -0.9648, 1.6622], [-2.4218, -2.3493, -0.6434], [-1.2403, -1.8092, -1.1730], [0.7446, -2.5739, -3.7270], [1.2497, -1.8235, -2.2081], [0.4677, -0.8550, -3.4490], [-1.3488, -3.2358, -4.2026], [-3.4800, -4.1415, -3.3343], [-4.9824, -4.4713, -1.4354], [-5.6120, -3.9710, 0.9102], [-4.1922, -2.4231, 2.2443], [1.4202, -3.8489, -0.3715], [1.3878, -2.2323, 1.0079], [0.4877, -3.2723, 2.6180], [3.3868, -2.3940, 1.8257], [4.5603, -2.2012, 0.9110], [4.7711, -3.1301, -0.1134], [5.8637, -3.0584, -0.9569], [6.7786, -2.0286, -0.7770], [6.5871, -1.1205, 0.2530], [5.4980, -1.1993, 1.1257], [5.4137, -0.2350, 2.2821], [3.8850, 1.2608, 2.0003], [4.5011, 2.4756, 3.6584], [5.0116, 2.3705, 0.5522], [1.6873, -4.7522, 0.1762], [2.1418, -3.6755, -1.1660], [0.4276, -3.9723, -0.8015], [1.1814, -4.0415, 2.9540], [-0.4397, -3.7314, 2.2821], [0.2715, -2.5871, 3.4342], [3.3127, -3.4387, 2.1370], [3.4078, -1.7696, 2.7171], [4.0663, -3.9426, -0.2363], [6.0142, -3.8060, -1.7249], [7.6539, -1.9552, -1.4099], [7.3180, -0.3358, 0.4147], [6.3410, 0.3289, 2.3782], [5.2008, -0.7234, 3.2350], [5.5736, 2.3477, 3.8079], [3.9758, 2.1998, 4.5708], [4.2958, 3.5211, 3.4289], [5.8732, 2.8236, 1.0437], [4.3862, 3.1509, 0.1188], [5.3558, 1.7073, -0.2429], [-5.5783, 0.8617, 2.0197], [-6.0030, 1.8841, 0.9677], [-6.3538, 3.2013, 1.6771], [-7.2470, 1.3442, 0.2421], [-4.9040, 2.1425, -0.0603], [-5.1367, 3.0783, -1.0876], [-4.1880, 3.3645, -2.0401], [-2.9680, 2.6967, -1.9696], [-1.5868, 2.8998, -2.9944], [-0.7377, 1.7399, -2.0886], [-1.4110, 1.2042, -1.0835], [-2.7105, 1.7526, -0.9806], [-3.6859, 1.4845, -0.0175], [0.6657, 1.4019, -2.2782], [1.4488, 1.9664, -3.2831], [2.7924, 1.6442, -3.3518], [3.3377, 0.7759, -2.4105], [2.5387, 0.2028, -1.4299], [1.1707, 0.4856, -1.3445], [-6.4012, 0.7060, 2.7194], [-4.7129, 1.1995, 2.6001], [-5.3396, -0.1059, 1.5686], [-7.0972, 3.0183, 2.4561], [-6.7728, 3.9365, 0.9879], [-5.4703, 3.6417, 2.1472], [-8.0461, 1.1575, 0.9629], [-7.0220, 0.4046, -0.2692], [-7.6259, 2.0516, -0.4977], [-6.0907, 3.5870, -1.1421], [-4.3851, 4.0869, -2.8227], [-3.4808, 0.7551, 0.7501], [1.0149, 2.6514, -4.0053], [3.4135, 2.0644, -4.1322], [4.3938, 0.5413, -2.4475], [3.0014, -0.4914, -0.7385], [-1.1752, 1.5073, 4.0809], [-1.3091, 2.5237, 2.9545], [0.1782, 2.5596, 1.9615], [0.3034, 1.1615, 1.3380], [-0.3266, 3.7055, 0.6630], [0.3911, 5.0408, 0.8564], [-2.0619, 1.5472, 4.7127], [-0.3060, 1.7198, 4.7050], [-1.0831, 0.4972, 3.6931], [-1.3944, 3.5421, 3.3464], [-2.1470, 2.3221, 2.2807], [-1.4132, 3.8045, 0.6860], [-0.0253, 3.2150, -0.2615], [0.2436, 5.4400, 1.8618], [-0.0015, 5.7723, 0.1511], [1.4623, 4.9388, 0.6858]], "forces_ev_per_angstrom": [[-0.33, 0.61, -0.09], [-0.11, -0.02, -0.05], [0.04, 0.00, 0.03], [0.02, -0.03, -0.08], [-0.04, -0.03, -0.02], [-0.05, -0.03, -0.09], [-0.02, -0.02, -0.08], [0.02, 0.06, 0.08], [-0.07, -0.03, 0.01], [0.05, 0.03, 0.12], [-0.10, -0.02, -0.02], [0.16, 0.07, -0.17], [-0.06, -0.05, 0.14], [-0.02, 0.00, 0.00], [-0.04, -0.02, -0.06], [0.00, -0.08, 0.01], [0.00, -0.01, 0.03], [0.02, 0.01, 0.03], [0.01, 0.03, 0.03], [0.04, 0.02, 0.00], [-0.02, -0.03, -0.03], [-0.02, 0.00, -0.04], [0.16, -0.42, 0.21], [-0.04, 0.07, 0.02], [-0.15, 0.02, -0.21], [-0.28, -0.42, 0.00], [-0.12, 0.02, -0.05], [0.01, 0.08, 0.05], [-0.04, 0.08, 0.08], [0.11, 0.10, -0.08], [0.35, 0.45, 0.29], [-0.07, -0.05, -0.28], [-0.08, 0.18, -0.01], [0.01, -0.06, -0.02], [-0.02, -0.03, 0.00], [0.02, 0.01, -0.02], [-0.03, -0.02, -0.01], [0.00, -0.04, 0.03], [-0.03, -0.02, 0.01], [-0.03, 0.00, 0.01], [-0.02, -0.01, 0.03], [0.11, 0.03, 0.10], [-0.01, -0.05, -0.07], [0.05, -0.06, 0.05], [-0.01, 0.03, 0.01], [-0.03, 0.03, 0.01], [0.02, -0.05, 0.00], [0.05, -0.12, 0.06], [0.12, -0.06, -0.06], [-0.03, 0.05, 0.01], [0.01, 0.01, 0.00], [0.00, -0.01, 0.03], [-0.03, -0.01, -0.05], [0.07, 0.00, -0.03], [-0.04, 0.03, 0.03], [0.03, -0.04, 0.06], [-0.05, 0.00, -0.05], [0.00, 0.02, 0.00], [0.01, -0.01, 0.01], [0.00, 0.02, 0.02], [-0.03, -0.02, -0.02], [0.00, 0.03, -0.06], [-0.02, 0.07, -0.04], [-0.04, 0.11, -0.17], [0.09, -0.07, 0.03], [-0.27, -0.04, 0.05], [0.21, -0.08, -0.04], [0.04, -0.14, 0.03], [-0.12, 0.10, 0.01], [0.00, 0.07, -0.06], [-0.03, 0.01, -0.05], [-0.02, -0.01, 0.04], [-0.03, 0.13, -0.06], [0.27, -0.08, 0.16], [0.04, 0.00, -0.02], [-0.04, -0.01, -0.04], [0.00, 0.04, 0.02], [0.03, 0.01, -0.05], [0.03, -0.03, 0.03], [-0.03, -0.02, 0.00], [0.03, 0.02, -0.03], [-0.01, 0.04, 0.02], [0.01, -0.04, 0.03], [0.04, -0.01, 0.03], [0.02, -0.03, 0.04], [0.00, -0.02, 0.01], [0.05, -0.02, 0.03], [-0.01, 0.01, 0.04], [0.01, -0.05, -0.01], [0.10, -0.02, 0.05], [0.04, 0.13, 0.05], [-0.10, -0.16, 0.08], [0.29, 0.01, 0.04], [-0.05, -0.25, 0.01], [0.07, 0.17, -0.03], [-0.05, -0.05, 0.05], [0.00, 0.00, -0.02], [-0.03, 0.04, 0.00], [0.00, -0.03, 0.01], [-0.02, 0.02, -0.08], [-0.01, -0.01, 0.08], [0.02, -0.05, -0.06], [0.04, 0.09, 0.03], [-0.03, 0.00, -0.04], [0.00, -0.03, 0.00], [-0.01, -0.01, 0.01]], "lowdin_charge": [1.20, -0.01, -0.28, 0.01, 0.04, -0.14, 0.00, -0.04, -0.09, -0.56, 0.67, -0.21, -0.03, 0.10, 0.04, 0.10, 0.13, 0.14, 0.13, 0.12, 0.12, -0.27, 1.38, -0.30, -0.28, -0.30, -0.06, -0.07, -0.06, -0.04, -0.29, -0.33, 1.33, -0.33, -0.32, 0.03, 0.01, 0.01, 0.02, 0.01, 0.01, 0.07, 0.04, 0.09, 0.11, 0.11, 0.12, 0.06, 0.07, 0.01, 0.00, 0.00, 0.02, 0.00, -0.01, -0.05, -0.55, -0.03, -0.03, -0.15, 0.00, -0.05, -0.45, 1.21, -0.56, -0.06, -0.27, 0.02, -0.29, -0.03, -0.04, -0.05, -0.14, -0.29, 0.10, 0.08, 0.07, 0.09, 0.08, 0.09, 0.10, 0.09, 0.08, 0.12, 0.12, 0.04, 0.11, 0.12, 0.12, 0.06, -0.12, -0.37, 1.01, -0.77, -0.36, -0.10, 0.09, 0.09, 0.01, 0.11, 0.08, 0.10, 0.07, 0.08, 0.09, 0.08], "de_lowest_kcal_mol": 0.0, "orbital_gap_ev": [7.063, 5.834], "total_charge": 2, "spin_multiplicity": 4}

=====

no.,largest force on an atom (eV/Å)
1,1.44
2,0.70